# 1
{"formula": "C7H12BF3N2O2", "method": "the ωB97M-V functional and the def2-TZVPD basis", "elements": ["N", "B", "O", "C", "N", "C", "O", "C", "C", "C", "C", "C", "F", "F", "F", "H", "H", "H", "H", "H", "H", "H", "H", "H", "H", "H", "H"], "coordinates": [[0.548, -2.585, 0.754], [-0.166, -2.041, -0.458], [0.006, -2.781, -1.692], [-1.105, -0.719, -0.380], [-1.295, 0.144, -1.579], [-2.396, 1.074, -1.153], [-3.257, 1.603, -1.899], [-2.205, 1.286, 0.456], [-0.904, 0.355, 0.795], [0.349, 1.384, 0.717], [1.781, 0.690, 0.886], [2.633, 0.543, -0.450], [2.111, 1.206, -1.582], [2.875, -0.812, -0.842], [3.921, 1.137, -0.200], [0.245, -3.567, 0.863], [0.251, -2.078, 1.604], [0.943, -2.766, -1.982], [-2.187, -1.087, -0.180], [-0.539, 0.817, -1.805], [-2.210, 2.357, 0.846], [-3.045, 0.663, 0.951], [-0.942, 0.020, 1.885], [0.216, 2.079, 1.632], [0.234, 2.053, -0.198], [2.389, 1.361, 1.603], [1.748, -0.337, 1.407]], "gap_ha": 0.371, "multiplicity": 1}

---

# 2
{"formula": "C24H30BiCl3N4", "method": "the ωB97M-V functional and the def2-TZVPD basis", "elements": ["Bi", "C", "C", "C", "N", "C", "C", "C", "C", "C", "C", "C", "N", "C", "C", "C", "N", "C", "C", "C", "C", "C", "C", "C", "N", "C", "C", "H", "H", "H", "H", "H", "H", "H", "H", "H", "H", "H", "H", "H", "H", "H", "H", "H", "H", "H", "H", "H", "H", "H", "H", "H", "H", "Cl", "C", "H", "H", "Cl", "C", "Cl", "H", "H"], "coordinates": [[0.444, -0.117, -0.660], [-0.323, 3.560, 2.271], [0.996, 2.908, 2.602], [1.557, 1.711, 1.790], [0.656, 0.574, 1.476], [-0.029, -0.002, 2.468], [0.302, 0.231, 3.808], [-0.317, -0.125, 5.004], [-1.512, -0.764, 5.237], [-2.361, -1.259, 4.250], [-2.186, -1.324, 2.890], [-1.121, -0.908, 2.045], [-1.076, -1.236, 0.782], [-1.937, -2.264, 0.237], [-1.212, -2.950, -0.911], [0.196, -3.377, -0.505], [1.146, -2.278, -0.558], [2.440, -2.523, -0.326], [2.897, -3.789, 0.049], [4.184, -4.284, 0.279], [5.406, -3.667, 0.198], [5.622, -2.329, -0.151], [4.729, -1.347, -0.487], [3.310, -1.351, -0.578], [2.664, -0.276, -0.954], [3.238, 0.852, -1.616], [2.579, 2.006, -1.548], [-1.159, 2.882, 2.111], [-0.582, 3.161, 0.018], [0.879, 2.603, 3.644], [1.761, 3.691, 2.595], [2.411, 1.325, 2.358], [1.936, 2.091, 0.834], [1.224, 0.778, 3.946], [0.226, 0.188, 5.889], [-1.827, -0.874, 6.267], [-3.302, -1.671, 4.602], [-3.019, -1.758, 2.353], [-2.900, -1.855, -0.092], [-2.152, -3.020, 1.002], [-1.165, -2.307, -1.797], [-1.783, -3.832, -1.207], [0.537, -4.171, -1.178], [0.149, -3.814, 0.503], [2.124, -4.532, 0.179], [4.206, -5.330, 0.567], [6.281, -4.261, 0.428], [6.659, -2.009, -0.145], [5.165, -0.377, -0.689], [0.059, 5.691, 1.467], [4.088, 0.585, -2.247], [-0.599, 4.352, 2.964], [3.053, 2.774, -2.173], [-0.178, 4.448, 0.673], [-1.755, 5.163, 0.137], [-1.467, 6.224, 0.126], [-1.750, 4.759, -0.886], [-3.104, 1.085, 0.167], [-3.918, 2.649, 0.179], [-4.201, 3.204, 1.841], [-4.877, 2.531, -0.309], [-3.257, 3.342, -0.315]], "gap_ha": 0.243, "e_above_lowest_kj_mol": 0.0, "multiplicity": 1}

---

# 3
{"formula": "C5H15N2", "method": "the ωB97M-V functional and the def2-TZVPD basis", "elements": ["C", "C", "C", "C", "C", "N", "N", "H", "H", "H", "H", "H", "H", "H", "H", "H", "H", "H", "H", "H", "H", "H"], "coordinates": [[-1.639, 0.062, 2.177], [-0.444, 0.496, 1.277], [0.241, -0.762, 0.691], [1.467, -0.644, -0.266], [0.416, -0.329, -2.535], [1.160, 0.215, -1.402], [-0.720, 1.365, 0.102], [-2.524, 0.771, 2.384], [-1.954, -1.063, 1.873], [-1.321, -0.129, 3.264], [0.383, 0.973, 1.701], [0.654, -1.300, 1.610], [-0.384, -1.603, 0.254], [1.941, -1.568, -0.754], [2.234, -0.128, 0.352], [-0.052, -1.255, -2.176], [1.044, -0.558, -3.439], [-0.364, 0.333, -2.811], [0.335, 1.019, -0.681], [1.959, 0.760, -1.687], [-1.584, 1.001, -0.411], [-0.849, 2.346, 0.478]], "total_charge": 1, "gap_ha": 0.423, "e_above_lowest_kj_mol": 171.3, "multiplicity": 1}

---

# 4
{"formula": "C31H41NOPPbSbSi", "method": "the ωB97M-V functional and the def2-TZVPD basis", "elements": ["Pb", "Si", "P", "N", "H", "C", "H", "H", "H", "C", "H", "H", "H", "C", "H", "H", "H", "C", "H", "H", "H", "H", "H", "C", "C", "C", "C", "C", "C", "H", "H", "H", "H", "H", "C", "O", "C", "H", "H", "H", "C", "H", "H", "H", "C", "C", "C", "C", "C", "C", "Sb", "C", "C", "C", "C", "C", "C", "C", "C", "C", "C", "C", "C", "H", "H", "H", "H", "H", "H", "H", "H", "H", "H", "H", "H", "H", "H", "H"], "coordinates": [[0.797, -0.796, -1.349], [0.454, 0.809, -3.708], [3.711, -0.405, -1.914], [0.457, 0.974, 0.227], [-0.209, -2.340, -1.006], [4.619, -1.318, -0.617], [5.437, -1.903, -1.058], [3.918, -1.983, -0.096], [5.031, -0.600, 0.104], [4.243, -1.318, -3.420], [5.340, -1.277, -3.504], [3.783, -0.856, -4.306], [3.917, -2.367, -3.354], [4.730, 1.110, -2.062], [5.742, 0.863, -2.417], [4.794, 1.595, -1.080], [4.252, 1.801, -2.769], [-0.444, -0.344, -4.913], [-1.132, -1.017, -4.379], [0.282, -0.947, -5.481], [-1.029, 0.265, -5.622], [-0.476, 1.977, -3.515], [1.695, 1.280, -4.411], [1.114, 2.141, 0.551], [2.051, 3.660, 2.221], [1.540, 2.421, 1.881], [1.375, 3.123, -0.449], [1.902, 4.358, -0.103], [2.224, 4.642, 1.231], [2.322, 3.870, 3.257], [1.398, 1.638, 2.630], [1.098, 2.886, -1.484], [2.061, 5.114, -0.872], [2.617, 5.626, 1.504], [0.644, -3.223, -0.297], [1.518, -2.334, 0.243], [-0.177, -3.990, 0.726], [-0.875, -4.686, 0.246], [-0.758, -3.322, 1.377], [0.524, -4.569, 1.356], [1.185, -4.115, -1.410], [2.165, -4.531, -1.115], [1.314, -3.572, -2.361], [0.498, -4.949, -1.608], [-4.347, -3.776, 1.181], [-3.943, -3.294, -0.068], [-3.117, -2.160, -0.155], [-2.687, -1.536, 1.016], [-3.093, -2.002, 2.267], [-3.923, -3.131, 2.349], [-1.451, 0.309, 0.924], [-2.766, 1.810, 0.056], [-2.280, 3.086, -0.235], [-3.015, 3.936, -1.076], [-4.262, 3.531, -1.571], [-4.778, 2.278, -1.213], [-4.035, 1.421, -0.388], [-0.912, 0.419, 2.994], [-1.408, 1.451, 3.797], [-0.902, 1.603, 5.096], [0.059, 0.712, 5.592], [0.520, -0.338, 4.789], [0.045, -0.487, 3.477], [-4.997, -4.652, 1.246], [-4.275, -3.791, -0.983], [-2.813, -1.786, -1.136], [-2.776, -1.496, 3.181], [-4.237, -3.498, 3.327], [-1.320, 3.424, 0.165], [-2.610, 4.915, -1.342], [-4.833, 4.192, -2.227], [-5.757, 1.963, -1.579], [-4.448, 0.447, -0.112], [-2.168, 2.134, 3.418], [-1.265, 2.423, 5.720], [0.446, 0.834, 6.604], [1.257, -1.049, 5.173], [0.439, -1.280, 2.840]], "gap_ha": [0.171, 0.220], "multiplicity": 1}

---

# 5
{"formula": "C4H5NO", "method": "the ωB97M-V functional and the def2-TZVPD basis", "elements": ["C", "C", "O", "N", "C", "C", "H", "H", "H", "H", "H"], "coordinates": [[-1.354, 0.680, 0.216], [-0.992, -0.603, -0.467], [2.974, 0.215, -0.042], [-0.328, -1.660, 0.047], [1.828, -0.348, -0.379], [0.769, -0.908, 0.001], [3.023, 0.394, 0.912], [-1.500, -0.769, -1.427], [-2.445, 0.695, 0.334], [-1.084, 1.545, -0.394], [-0.891, 0.760, 1.199]], "gap_ha": 0.302, "e_above_lowest_kj_mol": 509.2, "multiplicity": 1}

---

# 6
{"formula": "C48H47AsInN5O3", "method": "the ωB97M-V functional and the def2-TZVPD basis", "elements": ["In", "C", "O", "C", "N", "C", "C", "C", "C", "C", "C", "C", "C", "C", "C", "C", "C", "N", "C", "N", "C", "C", "O", "C", "C", "C", "C", "C", "C", "H", "H", "H", "H", "H", "H", "H", "H", "H", "H", "H", "H", "H", "H", "H", "H", "H", "H", "H", "C", "N", "C", "C", "C", "N", "C", "C", "O", "H", "H", "H", "H", "H", "H", "H", "H", "H", "H", "H", "H", "C", "C", "C", "C", "C", "C", "As", "C", "C", "C", "C", "C", "C", "C", "C", "C", "C", "C", "C", "H", "H", "H", "H", "H", "H", "H", "H", "H", "H", "H", "H", "H", "C", "H", "H", "H"], "coordinates": [[0.680, -1.043, -0.040], [2.174, -0.988, -4.607], [3.263, -0.707, -3.682], [2.716, -0.717, -2.476], [1.444, -0.765, -2.371], [0.909, -0.757, -3.762], [-0.210, -1.745, -3.999], [-1.204, -1.909, -3.042], [-2.264, -2.773, -3.265], [-2.354, -3.475, -4.459], [-1.381, -3.296, -5.430], [-0.316, -2.435, -5.202], [3.643, -0.672, -1.323], [5.021, -0.593, -1.443], [5.774, -0.584, -0.276], [5.141, -0.669, 0.956], [3.757, -0.743, 0.970], [3.036, -0.734, -0.144], [2.952, -0.823, 2.208], [1.676, -0.776, 2.239], [1.313, -0.722, 3.681], [2.610, -1.164, 4.367], [3.620, -0.927, 3.347], [0.055, -1.472, 4.042], [-0.013, -2.277, 5.174], [-1.212, -2.870, 5.545], [-2.358, -2.653, 4.797], [-2.301, -1.836, 3.678], [-1.102, -1.249, 3.303], [2.289, -2.025, -4.923], [2.279, -0.320, -5.456], [0.519, 0.251, -3.939], [-1.165, -1.347, -2.120], [-3.027, -2.895, -2.506], [-3.180, -4.150, -4.636], [-1.448, -3.827, -6.369], [0.422, -2.310, -5.983], [5.482, -0.546, -2.419], [6.852, -0.520, -0.328], [5.696, -0.677, 1.882], [1.133, 0.334, 3.919], [2.633, -2.228, 4.607], [2.879, -0.573, 5.237], [0.860, -2.446, 5.791], [-1.249, -3.495, 6.427], [-3.293, -3.110, 5.092], [-3.195, -1.644, 3.097], [-1.084, -0.591, 2.439], [-2.400, -3.123, 0.584], [-3.274, -2.006, 0.266], [-4.700, -2.303, 0.142], [-5.507, -1.041, 0.351], [-5.033, -0.004, -0.642], [-3.580, 0.141, -0.575], [-3.059, 1.335, -1.216], [-2.759, -0.825, -0.123], [-1.510, -0.607, -0.073], [-2.928, -3.792, 1.261], [-1.504, -2.776, 1.087], [-2.120, -3.680, -0.314], [-4.943, -3.057, 0.891], [-4.911, -2.740, -0.841], [-5.367, -0.677, 1.371], [-6.568, -1.239, 0.208], [-5.468, 0.974, -0.431], [-5.323, -0.279, -1.662], [-3.402, 2.225, -0.687], [-3.413, 1.379, -2.249], [-1.975, 1.317, -1.216], [4.924, 3.227, 1.770], [4.682, 3.248, 0.406], [3.463, 2.809, -0.097], [2.489, 2.337, 0.773], [2.727, 2.327, 2.144], [3.942, 2.773, 2.642], [0.797, 1.669, 0.106], [0.464, 2.755, -1.442], [1.059, 2.687, -2.691], [0.699, 3.608, -3.665], [-0.251, 4.582, -3.380], [-0.839, 4.654, -2.126], [-0.482, 3.742, -1.140], [-1.027, 3.704, 0.236], [-1.983, 4.569, 0.755], [-2.440, 4.392, 2.053], [-1.960, 3.354, 2.842], [-1.000, 2.486, 2.338], [-0.537, 2.676, 1.048], [5.869, 3.582, 2.158], [5.436, 3.624, -0.273], [3.281, 2.851, -1.163], [1.955, 2.008, 2.834], [4.117, 2.783, 3.709], [1.809, 1.936, -2.909], [1.159, 3.575, -4.643], [-0.530, 5.297, -4.142], [-1.568, 5.427, -1.923], [-2.375, 5.381, 0.157], [-3.180, 5.071, 2.454], [-2.331, 3.225, 3.850], [-0.634, 1.672, 2.954], [0.844, -3.168, -0.079], [0.214, -3.589, -0.860], [0.589, -3.608, 0.882], [1.886, -3.393, -0.306]], "total_charge": 2, "gap_ha": 0.284, "e_above_lowest_kj_mol": 20.3, "multiplicity": 1}